Entry from OMol25: a molecular structure, C47H56F5N5OSTl (wB97M-V/def2-TZVPD).

Computed properties:
multiplicity	1
total charge	-1

```
116
Properties=species:S:1:pos:R:3:forces:R:3
Tl 0.21723 -0.12346 -0.01310 0.2 -0.2 0.8
S 2.37629 -0.07726 1.72565 0.1 0.2 -0.6
F 0.02130 -1.86997 2.41737 0.1 -0.2 0.2
F 4.29518 -2.48157 5.74138 -0.2 0.0 -0.1
F 2.02862 -3.97334 6.13716 0.0 0.2 -0.3
F -0.09711 -3.65837 4.43061 0.2 0.1 0.0
F 4.40033 -0.64191 3.77816 -0.2 -0.2 0.0
O -0.35916 1.35077 2.06910 -0.1 0.0 0.0
N 1.22680 1.41687 -1.16436 0.5 0.1 -0.4
N 1.60531 -1.46548 -1.06356 0.6 0.1 -0.8
N -1.20259 -1.80988 -0.12433 -0.1 -0.2 -0.1
N -0.81082 3.15723 3.30404 -0.2 0.1 0.2
N -1.60376 1.09032 -0.32703 -0.3 0.2 -0.2
C -5.93201 1.63783 -1.11750 -0.1 0.0 0.2
C -2.50945 -1.79590 0.18046 -0.2 -0.2 -0.1
C 1.09325 -2.01567 3.21284 0.4 0.3 0.0
C 0.48325 -3.56667 -0.53727 0.9 0.3 -0.2
C 3.28046 -4.79377 -1.05345 0.0 0.1 -0.2
C 3.29184 0.20368 -1.65475 0.2 0.3 -0.1
C 2.00911 3.56410 -1.36126 0.5 -0.1 0.0
C 3.02015 -5.55865 -2.35312 0.1 0.0 0.1
C -1.88715 -5.45430 0.10951 0.0 0.0 -0.2
C 1.73598 5.66524 -2.69544 0.0 0.1 0.1
C 2.85685 -1.10513 -1.43678 -0.8 -0.2 0.1
C -0.38263 4.26927 4.11435 0.2 0.1 -0.1
C -3.17412 -0.48995 2.13019 -0.1 -0.1 -0.1
C -2.21845 2.83766 3.35193 0.0 -0.2 -0.2
C 2.90186 -3.35250 -1.16883 0.3 0.2 0.1
C 4.72089 3.02352 -3.44608 0.1 0.0 0.2
C -0.43136 3.18675 -0.91182 1.0 0.0 0.0
C 5.26134 -2.29472 -3.46933 0.1 0.0 0.1
C -3.25511 4.40642 -0.58208 0.0 -0.1 -0.2
C 4.46534 3.06289 -1.93800 -0.1 0.0 -0.1
C 2.22881 -1.21451 2.98614 -0.1 -0.6 0.7
C -0.81281 -3.12646 -0.23831 -0.7 -0.2 0.2
C 1.41511 2.94931 2.35149 0.0 -0.1 -0.2
C 5.11499 -2.31191 -1.94519 -0.1 0.0 -0.2
C -3.00104 -3.11125 0.27419 -0.1 0.2 0.0
C 2.09849 -3.09900 5.11062 0.0 0.2 -0.1
C 2.54741 1.36680 -1.48041 -0.3 -0.5 0.0
C -1.92495 -3.96031 0.02023 0.5 0.2 0.1
C 3.68122 -2.28991 -1.52907 0.1 -0.5 0.2
C -5.23617 -3.64500 -0.71986 -0.1 0.0 0.2
C 3.05105 2.71662 -1.60862 -0.1 0.6 0.2
C -4.40745 -3.53764 0.56209 0.1 0.1 -0.2
C 0.02418 2.41054 2.54338 0.1 0.0 0.1
C 3.24090 -2.32555 4.91565 -0.1 -0.2 0.2
C 2.01689 5.05921 -1.31880 0.0 -0.1 -0.2
C 1.02132 -2.93212 4.24565 0.1 -0.1 0.2
C -3.69179 1.89477 -0.05411 0.0 -0.1 0.1
C -3.27353 -0.56791 0.59000 0.1 0.0 0.3
C -2.88220 2.96368 -0.44464 0.5 0.0 0.2
C -5.16918 1.95816 0.16964 0.1 -0.1 -0.2
C -2.85936 0.76298 0.02227 -0.2 0.1 -0.2
C 1.59020 -2.82906 -0.88438 -0.6 -0.7 0.2
C -3.63888 4.80566 -2.00972 0.0 0.1 0.2
C -1.58104 2.43960 -0.60081 -0.8 -0.2 0.1
C 3.29285 -1.39879 3.89414 -0.4 0.0 -0.2
C -2.14219 -6.15715 -1.22696 0.0 0.0 0.2
C 0.85176 2.74137 -1.10913 -0.9 0.6 0.1
H -1.09265 4.38142 4.93307 0.1 0.0 0.0
H -0.90971 -5.75518 0.49323 0.0 -0.1 0.1
H 1.41989 4.03071 2.26691 0.0 0.2 0.0
H 0.60420 4.08866 4.53914 0.0 0.1 0.0
H -4.32262 -0.72436 0.31854 0.0 0.0 0.0
H -6.23084 -4.03901 -0.51235 -0.1 0.0 0.0
H -3.14742 -5.93607 -1.57911 -0.1 0.0 -0.1
H -2.04696 -7.23941 -1.12791 0.0 -0.1 0.0
H -2.83945 4.55459 -2.70270 0.1 0.0 -0.1
H 4.33858 -4.87273 -0.79007 0.0 0.0 0.1
H 3.61782 -5.14609 -3.16326 0.0 0.0 -0.1
H -2.51354 2.51507 4.35463 0.0 0.0 0.0
H 4.77012 -3.16016 -3.91088 0.0 -0.1 0.0
H 5.63577 -1.44566 -1.53001 0.0 -0.1 0.1
H 4.69237 4.06186 -1.55581 0.1 0.0 0.0
H 4.05763 3.71143 -3.96524 0.0 0.1 -0.1
H -5.73760 0.61194 -1.42114 0.0 -0.1 -0.1
H -1.43464 -5.80945 -1.97647 0.0 0.0 -0.1
H -4.53803 4.27994 -2.32334 -0.1 -0.1 -0.1
H 5.75258 3.29426 -3.66635 0.1 0.0 -0.1
H -4.38950 -4.51125 1.05948 -0.1 0.0 0.1
H 2.98511 5.40883 -0.94855 0.0 0.0 0.0
H -4.09561 4.63567 0.07846 0.1 0.0 0.1
H -3.83501 5.87693 -2.06928 0.0 0.1 -0.1
H -4.89560 -2.83338 1.24124 0.0 -0.1 0.1
H 1.71205 6.75412 -2.64848 0.0 0.1 0.0
H 2.50686 5.36791 -3.40196 0.1 0.0 -0.1
H -0.36015 5.20439 3.54597 0.0 0.1 0.1
H 0.61711 -4.63866 -0.48725 0.1 -0.1 0.0
H -2.80565 3.71413 3.06817 0.0 0.0 0.0
H 1.25635 5.40581 -0.61546 0.1 0.0 0.1
H -3.53475 -1.41022 2.58521 0.0 -0.1 0.1
H -7.00515 1.77247 -0.98450 -0.1 -0.1 0.0
H -2.62906 -5.80098 0.83349 0.0 0.0 0.1
H 3.27679 -6.61109 -2.23552 0.0 -0.1 -0.1
H -3.75425 0.34265 2.51895 -0.1 0.2 0.1
H -2.13093 -0.36144 2.40220 0.1 0.1 0.1
H -4.74915 -4.29789 -1.43939 0.1 -0.1 -0.1
H 4.79749 -1.40196 -3.88323 0.0 0.1 -0.1
H 6.31372 -2.30933 -3.75404 0.1 0.0 -0.1
H 4.32223 0.33030 -1.95697 0.1 0.0 0.1
H -5.60381 2.28744 -1.92445 0.0 0.1 -0.1
H -5.47285 1.25773 0.94989 0.0 0.0 0.1
H -5.33168 -2.66652 -1.18337 -0.1 0.1 -0.1
H 5.59383 -3.21292 -1.55223 0.0 0.1 0.1
H 1.83982 2.51457 1.45139 0.0 0.0 0.0
H 2.04245 2.64030 3.18468 0.1 0.0 0.1
H 2.70321 -5.25288 -0.24692 0.1 0.0 0.0
H -2.40881 5.02097 -0.25903 -0.1 0.1 0.1
H 4.53035 2.02582 -3.83140 0.0 -0.1 -0.1
H 1.97181 -5.47874 -2.63473 -0.1 0.0 0.0
H -5.44680 2.96098 0.50874 0.0 0.0 0.1
H -2.40411 2.03996 2.63744 -0.1 0.1 0.1
H 5.13373 2.35404 -1.44253 0.0 0.1 0.1
H -0.58621 4.25621 -0.97727 0.1 0.1 0.0
H 0.77846 5.30807 -3.06971 -0.1 0.0 -0.1
```
Positions in Å, forces in eV/Å.



Entry from OMol25: a molecular structure, C47H56MgN3O9SSe (wB97M-V/def2-TZVPD).

Computed properties:
multiplicity	1
total charge	-1

```
118
Properties=species:S:1:pos:R:3:forces:R:3
Se -15.23472 -3.56375 -14.36579 0.3 -0.6 -0.5
S -17.85127 -0.76262 -19.52807 0.4 -0.4 0.4
Mg -16.88958 -0.90251 -15.71711 0.0 -0.3 -0.3
O -17.24266 -2.03896 -19.82362 -0.1 0.5 -0.1
O -16.18623 2.77567 -21.26853 -0.2 -0.2 -0.2
O -15.41404 -3.43553 -16.15294 -0.3 0.1 0.8
O -17.11693 0.42077 -19.94307 -0.1 -0.2 -0.4
O -18.11062 -2.11439 -14.62429 -0.5 -1.5 0.9
O -20.20949 -0.58135 -16.76332 -0.6 0.0 1.3
O -18.52842 6.06266 -14.61630 0.2 -0.2 -0.1
O -15.43730 -2.07380 -16.55134 -0.4 0.6 0.0
O -15.98676 -0.45158 -13.92786 -0.2 0.3 0.3
N -17.90928 1.02799 -15.40137 1.9 -0.7 -1.9
N -18.29122 -0.59224 -18.00385 0.8 -0.6 1.0
N -15.71079 0.67938 -17.01895 0.2 -0.3 0.5
C -10.53826 -1.61674 -11.23243 -0.2 0.5 0.3
C -20.63338 -3.05733 -13.21016 0.7 -0.6 0.1
C -19.27953 2.39487 -14.13029 0.7 1.0 -0.2
C -16.15204 2.71722 -18.20732 -1.0 -1.0 0.6
C -10.58818 -1.69726 -12.75605 -0.4 -0.2 0.8
C -21.29837 -0.70650 -21.64364 -0.4 -0.3 -1.9
C -15.10916 3.16252 -20.44533 -0.4 0.3 0.9
C -18.68559 3.57488 -14.66304 0.5 -2.2 -1.0
C -9.73099 -0.61825 -13.32572 1.4 1.7 -1.2
C -15.12096 2.43054 -19.10877 -1.9 1.6 0.6
C -18.22081 -7.63293 -11.13883 -1.0 1.4 0.4
C -19.47752 -0.73714 -20.17203 -0.6 0.2 -0.6
C -16.38295 1.80780 -17.10577 -0.3 2.1 -1.0
C -19.62018 -0.64431 -17.81379 0.2 0.8 -1.2
C -17.73335 -6.23175 -10.65499 -1.8 -1.1 0.2
C -21.70618 -4.00573 -12.65298 0.5 -0.6 -3.5
C -19.07052 -4.72371 -12.16184 1.6 1.1 -0.5
C -22.17348 -0.68729 -20.58239 -2.3 0.0 -0.9
C -16.68389 -4.79840 -12.48885 -1.2 0.7 0.1
C -20.98062 -2.79351 -14.67052 0.7 -1.0 -0.2
C -12.51464 -0.18478 -12.84078 -1.2 -0.4 -0.4
C -18.98827 4.86642 -14.03086 -0.3 0.0 0.4
C -18.10135 -3.13544 -13.78313 0.6 1.6 -0.7
C -16.90874 -3.77703 -13.45377 1.7 -0.7 0.0
C -14.25999 -2.05290 -13.82822 -0.1 0.5 0.0
C -18.83852 1.14067 -14.51875 -0.8 1.9 0.6
C -19.20983 -3.65614 -13.04067 -1.5 -0.3 -0.3
C -15.57995 1.74370 -11.87996 0.6 -0.9 0.2
C -17.79853 3.39224 -15.72889 0.6 1.0 0.6
C -14.80538 -0.74903 -13.57272 1.6 -0.3 -0.7
C -19.94149 -0.80949 -21.46529 1.4 0.2 -0.6
C -14.65395 0.47079 -17.81937 -1.1 1.1 0.6
C -21.71915 -0.59587 -19.28778 -0.8 -0.9 0.3
C -17.79800 -5.24803 -11.80019 -0.2 0.0 -0.1
C -18.74330 -5.77097 -9.56857 0.5 1.5 -0.8
C -12.91316 -2.39739 -13.70437 0.7 1.5 1.4
C -12.02042 -1.45019 -13.14251 -1.2 -1.2 -1.0
C -10.13208 -3.05473 -13.18564 0.4 -0.7 -2.0
C -17.41292 2.09335 -16.01037 0.6 -0.3 -1.9
C -16.36368 -6.45167 -10.09670 0.6 2.8 2.0
C -13.82055 0.20247 -13.04927 -1.8 0.8 0.1
C -14.28742 1.41841 -18.76982 0.8 -2.0 0.2
C -14.31920 1.67849 -12.75118 0.3 -0.5 -1.2
C -13.16280 2.41799 -12.09105 -1.0 0.3 0.2
C -14.75843 2.40564 -14.07490 1.9 -0.8 1.2
C -20.65834 -1.78278 -12.36472 0.2 0.1 1.1
C -20.35986 -0.62363 -19.13057 0.6 -0.2 1.0
H -15.88163 2.79202 -11.87441 -0.3 -0.1 0.2
H -23.26499 -0.81695 -20.87896 1.4 0.5 0.9
H -14.15911 2.89775 -20.89073 0.4 0.5 -0.5
H -22.39230 -0.71143 -18.43096 0.4 0.4 -0.3
H -8.68233 -0.66173 -12.97264 -0.4 -0.1 0.1
H -20.56964 -2.09173 -11.26494 -0.2 0.7 -1.4
H -16.36925 -7.13069 -9.25409 -0.2 -0.5 0.0
H -18.19255 -8.30264 -10.26398 -0.1 -0.1 -0.6
H -16.33515 1.08550 -12.36046 0.2 0.6 0.6
H -20.35081 -2.05859 -15.13402 0.4 0.0 -0.2
H -13.90402 2.50346 -14.73423 0.3 0.5 -0.2
H -16.90332 3.47213 -18.52580 0.6 -0.4 0.7
H -18.62189 4.74659 -13.00270 -0.1 0.5 0.0
H -21.94748 -2.38445 -14.61940 -1.6 0.6 -0.4
H -15.22890 3.33166 -13.80902 0.0 0.8 -0.1
H -12.98609 1.96714 -11.12616 0.5 -0.2 0.3
H -10.68498 -3.82477 -12.65302 0.3 -0.2 0.3
H -11.03884 -2.45508 -10.77885 -0.5 -0.4 0.1
H -12.28264 2.43315 -12.69965 0.6 -0.1 -0.3
H -19.99328 2.47904 -13.34273 -0.5 0.1 0.4
H -9.01791 -3.18792 -13.10359 -1.1 0.0 0.0
H -9.64948 -0.69758 -14.42940 -0.2 0.0 0.4
H -11.79634 0.48558 -12.42640 -0.1 0.5 0.2
H -11.08462 -0.70707 -10.91296 0.8 -0.4 0.2
H -19.95839 -5.03863 -11.65041 0.1 -0.2 0.0
H -13.42065 1.18224 -19.33522 0.6 0.0 -0.7
H -9.51586 -1.68216 -10.86597 0.2 0.5 0.1
H -21.73203 -3.96674 -11.62707 -0.5 0.0 2.4
H -21.52783 -1.12536 -12.52902 -0.1 -0.5 0.1
H -21.46878 -5.03066 -13.00103 -0.3 0.3 0.3
H -16.59844 1.96270 -20.93926 0.1 -0.2 0.1
H -19.22725 -0.92873 -22.29697 -0.6 0.2 0.4
H -17.22843 4.24139 -16.19511 -0.7 -1.0 0.4
H -10.09695 0.42754 -13.12618 0.4 -1.1 -0.1
H -16.04642 -5.44747 -9.57266 0.0 -1.6 -1.3
H -19.76086 -5.87433 -9.95287 0.1 -0.2 0.3
H -14.20960 -0.48565 -17.65626 0.6 -0.4 -0.1
H -18.64757 -6.27879 -8.62916 0.1 -0.4 0.5
H -15.32777 1.42217 -10.84841 -0.4 0.1 -0.4
H -19.80245 -1.16230 -12.60410 0.3 0.1 0.0
H -18.59908 -4.67557 -9.42143 -0.1 -0.7 0.2
H -12.64912 -3.41459 -13.93016 0.4 -0.2 -0.1
H -15.28900 4.25739 -20.30373 0.9 -0.7 0.0
H -21.70536 -0.69409 -22.67657 0.3 -0.2 0.8
H -15.66737 -5.11183 -12.20997 -0.6 0.1 -0.4
H -21.01941 -3.72824 -15.30549 0.2 0.9 0.8
H -10.45686 -3.18319 -14.26910 0.8 0.0 1.0
H -17.49718 -7.84527 -11.89452 0.2 -1.1 -0.7
H -15.64985 -6.78146 -10.82846 0.4 0.0 -0.3
H -19.26429 -7.54214 -11.56022 1.1 -0.3 0.3
H -15.43618 1.81126 -14.60132 -1.2 -1.0 -0.5
H -22.63612 -3.74764 -13.17116 -0.2 0.1 0.7
H -13.41181 3.44855 -11.89158 -0.3 0.5 0.0
H -19.18037 0.22471 -14.15062 -0.8 -1.1 0.8
H -17.97076 5.86806 -15.37753 -0.1 0.0 0.1
H -20.06493 4.84917 -14.03120 -0.7 0.6 0.4
```
Positions in Å, forces in eV/Å.



Sequential total energy output: -88264.7609; -154172.6549 eV
Sequential energy above the lowest of the compared OMol25 structures with the same formula, charge and spin output: 0.3872; 1.0214 eV
Sequential orbital gap output: 5.001; 7.263 eV